# C29H66N6O11Si2

A molecular structure, C29H66N6O11Si2 (wB97M-V/def2-TZVPD, the Open Molecules 2025 dataset).

Results
**Energy**: -2879.8894 Ha
**Total charge**: 0
**Kohn-Sham gap**: 9.737 eV
**HOMO**: -9.183 eV

Each line ends with the Mulliken charge.
CARTESIAN COORDINATES (ANGSTROEM)
1 C -3.500488 0.303813 -0.225524  -1.0312
2 C -2.241071 -0.512506 -0.502815  -0.3109
3 O -1.090810 -0.086352 0.231269  -0.3162
4 C -1.002857 -0.563010 1.463887  -0.0162
5 O -1.882180 -1.133579 1.992446  -0.6086
6 C 0.267642 -0.322665 2.230628  0.5254
7 C 1.465943 0.136580 1.378528  -0.7039
8 C 2.789594 -0.454817 1.963654  -0.8310
9 Si 3.648412 -1.690640 0.811037  0.2170
10 C 5.292896 -0.945123 0.234117  -0.9207
11 C 5.508615 -0.857296 -1.282272  -0.6210
12 O 4.301983 -1.064814 -2.029398  -0.2014
13 C 4.374218 -0.545323 -3.276152  0.3207
14 O 4.457771 0.590070 -3.458307  -0.4875
15 C 4.294880 -1.491210 -4.451024  -0.1631
16 C 3.363465 -0.879204 -5.506028  -1.0959
17 O 4.054380 -3.018743 1.781003  -0.2774
18 Si 2.732251 -3.974967 2.164784  0.6314
19 H -4.340840 -0.277337 -0.588239  0.3258
20 H -3.450938 1.245906 -0.748118  0.1930
21 H -3.609885 0.432492 0.845091  0.4203
22 H -2.007497 -0.369224 -1.553140  0.3492
23 H -2.446531 -1.571454 -0.394614  0.3171
24 H 0.452073 -1.215065 2.815295  0.2394
25 H 0.032784 0.481680 2.934289  -0.1909
26 H 1.353140 -0.074037 0.318882  0.5596
27 H 1.545031 1.213679 1.491081  0.2849
28 H 2.572013 -0.929941 2.914977  0.5191
29 H 3.482641 0.353454 2.190078  0.5011
30 H 2.771144 -2.158053 -0.270560  -0.1244
31 H 6.107167 -1.526854 0.659865  0.4575
32 H 5.401379 0.047166 0.659654  0.4653
33 H 6.278041 -1.552574 -1.617104  0.3242
34 H 5.909307 0.128750 -1.501827  0.3697
35 H 3.873705 -2.448262 -4.156185  0.3187
36 H 5.269519 -1.625174 -4.906582  0.2852
37 H 3.052987 -1.600109 -6.257799  0.3910
38 H 3.792064 0.006697 -5.971660  0.2340
39 H 2.453923 -0.548235 -5.003054  0.3447
40 H 1.752447 -3.283014 3.015264  -0.1632
41 H 2.125202 -4.418582 0.893012  -0.2034
42 H 3.196947 -5.173508 2.880906  -0.2208
43 C 3.771106 -3.863688 7.532174  -1.3774
44 C 2.648115 -3.906817 6.525203  0.8031
45 O 2.839764 -4.124810 5.338280  -0.5683
46 N 1.385058 -3.688028 6.970628  -0.0193
47 C 0.917873 -3.416607 8.317441  -0.8007
48 H 4.708721 -4.054606 7.018607  0.2926
49 H 3.824333 -2.880786 8.002159  0.3761
50 H 3.628554 -4.629880 8.295271  0.3769
51 H 0.697687 -3.723711 6.234589  0.0534
52 H 0.201540 -4.189524 8.598623  0.2888
53 H 0.412235 -2.448986 8.327438  0.1835
54 H 1.731678 -3.400453 9.035115  0.3730
55 C 3.129553 3.079171 -8.494055  -1.3521
56 C 3.853913 2.618637 -7.252300  0.8605
57 O 4.272558 1.477097 -7.128847  -0.7114
58 N 4.031911 3.517946 -6.252218  -0.1157
59 C 3.613356 4.905899 -6.204394  -0.8986
60 H 3.068534 2.249298 -9.191730  0.3024
61 H 2.117294 3.402704 -8.247659  0.3482
62 H 3.671813 3.896483 -8.971200  0.3690
63 H 4.519969 3.137261 -5.454394  0.2057
64 H 4.489682 5.542237 -6.069287  0.3105
65 H 2.943632 5.050882 -5.355002  0.2908
66 H 3.100367 5.197858 -7.114467  0.3283
67 C -4.242741 -3.595293 7.341591  -1.2935
68 C -2.914658 -4.271057 7.102374  0.8281
69 O -2.293394 -4.817281 8.003638  -0.6519
70 N -2.419905 -4.254361 5.836572  -0.0851
71 C -3.003207 -3.657580 4.643388  -0.8432
72 H -4.500725 -3.692646 8.391963  0.3103
73 H -4.181239 -2.534816 7.093847  0.3266
74 H -5.024096 -4.067719 6.745303  0.3649
75 H -1.533868 -4.727449 5.746954  0.2078
76 H -3.158516 -4.434127 3.893434  0.2976
77 H -2.317290 -2.913753 4.235523  0.2715
78 H -3.952435 -3.181224 4.862765  0.2851
79 C -3.542676 3.901027 -3.640248  -1.3441
80 C -3.275980 2.424478 -3.791164  0.7287
81 O -3.728415 1.598353 -3.005283  -0.6426
82 N -2.510170 2.031519 -4.835193  -0.0251
83 C -1.905232 2.859541 -5.861454  -0.9553
84 H -4.166002 4.057409 -2.763416  0.2914
85 H -2.606910 4.444693 -3.503186  0.4531
86 H -4.065080 4.280361 -4.518846  0.3312
87 H -2.363777 1.034873 -4.874878  0.2143
88 H -2.277146 2.547208 -6.834636  0.2699
89 H -0.821105 2.720949 -5.834458  0.3769
90 H -2.137485 3.906804 -5.714602  0.3062
91 C -6.403749 2.285578 -5.594798  -1.1714
92 C -5.598914 2.647956 -6.819260  0.7931
93 O -4.576429 3.318357 -6.754899  -0.6193
94 N -6.046082 2.200030 -8.020166  -0.1975
95 C -7.223825 1.398717 -8.299036  -0.8535
96 H -5.926405 2.708241 -4.716582  0.1180
97 H -7.413910 2.690491 -5.670542  0.4307
98 H -6.448026 1.202803 -5.474388  0.3530
99 H -5.462833 2.477215 -8.794532  0.2415
100 H -6.920811 0.469014 -8.783200  0.2843
101 H -7.880063 1.946827 -8.977007  0.2902
102 H -7.767966 1.164320 -7.390865  0.3276
103 C -1.088713 1.206759 6.171135  -1.1430
104 C 0.200389 1.841344 5.707490  0.7366
105 O 0.746561 1.506823 4.667234  -0.5937
106 N 0.745370 2.808701 6.489855  -0.2108
107 C 0.248226 3.334962 7.747635  -0.8869
108 H -1.392977 0.459126 5.443502  0.1632
109 H -0.947527 0.717457 7.136012  0.3525
110 H -1.876742 1.956803 6.249904  0.3721
111 H 1.603520 3.187019 6.119574  0.2506
112 H 0.073922 4.407419 7.646006  0.2880
113 H 0.996487 3.176028 8.525977  0.2833
114 H -0.677170 2.851907 8.041643  0.3429

Atomic forces in eV per Å
C 0.66 -0.48 0.42
C -0.89 0.38 -0.88
O 0.41 0.08 -0.71
C 2.04 0.97 0.09
O -2.99 -1.99 1.40
C 0.02 1.05 -1.36
C 0.69 -0.05 1.15
C -0.32 0.03 -0.90
Si 0.88 0.20 1.32
C -0.24 -0.34 -0.66
C 0.53 0.55 0.61
O 0.37 -0.84 0.46
C -0.28 -3.66 -0.57
O 0.56 4.99 -0.39
C -1.15 -0.29 -0.26
C -0.26 0.32 0.33
O -1.06 0.18 -0.51
Si 0.87 -0.60 0.29
H -0.27 0.10 -0.15
H -0.15 0.24 0.01
H -0.15 0.11 0.16
H 0.39 0.10 -0.09
H 0.28 -0.19 0.54
H 0.08 -0.20 -0.01
H 0.06 -0.31 0.06
H -0.15 -0.15 -0.04
H -0.15 0.20 -0.28
H 0.08 -0.16 0.15
H 0.16 0.03 -0.01
H -0.12 0.02 -0.05
H -0.03 -0.23 0.16
H -0.20 0.19 0.11
H -0.18 -0.39 -0.06
H -0.17 0.21 -0.24
H 0.33 -0.21 0.24
H 0.36 -0.13 0.26
H 0.23 -0.12 -0.12
H -0.01 -0.40 0.06
H -0.17 -0.01 -0.01
H -0.14 0.19 -0.16
H -0.22 0.07 -0.07
H 0.05 0.01 -0.06
C 0.03 -0.02 -0.04
C -0.18 0.04 -0.26
O 0.21 -0.03 0.12
N 0.26 0.02 0.15
C -0.31 -0.13 -0.32
H -0.06 -0.01 -0.08
H -0.03 -0.06 0.11
H -0.01 0.10 0.09
H -0.01 0.02 0.03
H -0.04 0.11 0.19
H 0.01 0.00 0.20
H 0.09 -0.01 -0.09
C 0.00 -0.05 -0.02
C 0.14 -0.16 0.18
O 0.07 0.35 -0.46
N -0.07 0.05 -0.19
C 0.22 -0.26 0.33
H 0.05 -0.05 0.07
H 0.03 0.12 -0.05
H -0.11 0.07 0.01
H -0.05 -0.01 0.02
H -0.10 0.14 -0.06
H -0.06 0.15 -0.07
H 0.01 -0.05 -0.02
C -0.01 -0.01 0.07
C 0.24 -0.16 -0.01
O -0.03 0.10 0.01
N -0.22 0.17 0.19
C 0.46 -0.19 0.01
H 0.09 -0.05 0.00
H -0.10 -0.02 -0.10
H -0.02 0.13 -0.06
H -0.06 -0.06 -0.05
H -0.11 0.10 -0.08
H -0.16 0.07 -0.13
H 0.01 -0.02 0.06
C -0.08 0.05 0.11
C -0.01 -0.18 0.04
O -0.05 0.12 -0.16
N -0.03 0.21 0.14
C 0.30 -0.55 0.04
H 0.04 -0.11 0.03
H -0.03 0.06 -0.08
H 0.14 0.04 -0.07
H 0.01 0.02 -0.02
H 0.02 0.21 -0.08
H 0.02 0.14 -0.03
H -0.09 -0.02 0.00
C 0.06 0.07 -0.01
C 0.13 0.09 -0.04
O -0.27 0.02 -0.03
N -0.06 -0.03 0.22
C 0.31 0.16 -0.32
H 0.05 -0.01 -0.03
H -0.04 -0.12 0.00
H -0.11 0.01 0.02
H -0.03 -0.01 0.00
H -0.16 -0.07 0.05
H -0.13 -0.10 0.05
H 0.04 0.03 0.03
C -0.01 -0.05 -0.05
C 0.13 -0.02 -0.15
O 0.00 0.13 0.18
N -0.20 -0.14 0.03
C 0.40 0.13 -0.24
H 0.08 0.03 -0.05
H -0.10 0.08 0.05
H -0.02 -0.04 0.12
H -0.02 0.00 0.02
H -0.11 -0.01 0.14
H -0.13 0.02 0.12
H 0.00 -0.03 -0.05

***

# C29H67NO10Si2

A molecular structure, C29H67NO10Si2 (wB97M-V/def2-TZVPD, the Open Molecules 2025 dataset).

Results
**Energy**: -2531.0928 Ha
**Total charge**: 0
**Kohn-Sham gap**: 8.968 eV
**HOMO**: -9.149 eV

Each line ends with the Mulliken charge.
CARTESIAN COORDINATES (ANGSTROEM)
1 C 9.909748 -0.363719 0.771169  -1.1114
2 C 8.786424 -1.398519 0.921626  -0.4830
3 C 7.612125 -1.189271 -0.037581  -0.7814
4 C 6.289652 -1.742632 0.500639  -0.5942
5 C 5.353274 -2.165756 -0.657856  -0.9702
6 Si 3.600449 -1.503741 -0.497146  0.1437
7 C 2.565730 -2.839405 0.357433  0.1062
8 O 2.409326 -3.985877 -0.494010  -0.2467
9 N 1.193153 -4.673773 -0.209087  0.2408
10 O 1.245622 -5.195757 0.816500  -0.2539
11 O 3.068806 -1.140977 -2.040287  -0.1973
12 Si 1.423135 -0.943299 -2.297104  0.2699
13 C 0.970204 0.851557 -2.631266  -0.5171
14 C -0.404699 1.272213 -2.054211  -0.5188
15 C -0.305788 2.271569 -0.913713  -1.3378
16 C 0.139306 1.695161 0.450489  -0.6446
17 C -0.606627 0.437038 0.841819  0.6393
18 C -0.484528 0.068214 2.329628  -1.3665
19 C -1.800904 0.025644 3.077469  -0.4825
20 C -2.776421 -1.117355 2.626580  -0.5444
21 C -2.159614 -2.174184 1.731992  -0.0122
22 C -3.132356 -3.328462 1.486252  -0.9803
23 O -4.436207 -2.843794 1.215802  -0.3218
24 C -4.982876 -3.260335 -0.015077  -0.7448
25 H 9.584666 0.503934 0.206788  0.3483
26 H 10.774967 -0.803515 0.290245  0.2798
27 H 10.231122 0.001565 1.738088  0.3001
28 H 9.192393 -2.394355 0.792654  0.3510
29 H 8.391076 -1.341854 1.931463  0.3236
30 H 7.862091 -1.661638 -0.981930  0.3541
31 H 7.519540 -0.127633 -0.255867  0.3313
32 H 5.847453 -0.987459 1.140293  0.3619
33 H 6.565431 -2.618385 1.076588  0.3229
34 H 5.357664 -3.237275 -0.810066  0.5522
35 H 5.746601 -1.733118 -1.572609  0.4733
36 H 3.688830 -0.285838 0.340403  -0.1631
37 H 3.029116 -3.088752 1.312266  0.5335
38 H 1.571370 -2.473138 0.611063  -0.3014
39 H 1.106244 -1.700505 -3.530704  -0.2522
40 H 0.605160 -1.548386 -1.232370  -0.1264
41 H 0.911997 0.935258 -3.711439  0.3298
42 H 1.772699 1.523846 -2.342858  0.4105
43 H -0.965895 1.753863 -2.847894  0.3122
44 H -0.973337 0.379503 -1.800144  0.3636
45 H 0.446254 3.002972 -1.199578  0.4687
46 H -1.236798 2.806660 -0.760185  0.4194
47 H 1.205636 1.506461 0.376575  0.2143
48 H -0.047529 2.464528 1.191373  0.4462
49 H -0.173131 -0.377745 0.276676  -0.7579
50 H -1.648085 0.456446 0.535965  0.5919
51 H 0.076663 -0.843334 2.489205  0.4457
52 H 0.116610 0.846357 2.798245  0.5761
53 H -1.569596 -0.148546 4.124118  0.1851
54 H -2.345607 0.961951 3.033304  0.2617
55 H -3.665143 -0.673853 2.201328  0.2895
56 H -3.104806 -1.630264 3.528459  0.4824
57 H -1.953516 -1.768446 0.748277  -0.0056
58 H -1.248019 -2.600195 2.141218  0.2111
59 H -3.146908 -4.018969 2.328561  0.3966
60 H -2.752380 -3.881663 0.626645  0.5169
61 H -6.061293 -3.261978 0.092763  0.2452
62 H -4.679502 -4.266266 -0.298039  0.3324
63 H -4.731382 -2.577461 -0.826385  0.2754
64 C 2.350201 3.458512 -9.524267  -0.7979
65 O 1.149992 2.922880 -9.012838  -0.2434
66 C 0.065032 3.005165 -9.922356  -0.5695
67 C -0.873528 1.827531 -9.771455  -0.2861
68 O -0.378007 0.603111 -10.291859  -0.4618
69 C 0.665504 -0.056473 -9.589327  -0.3682
70 C 0.244259 -0.688202 -8.280609  -0.5836
71 O 0.051497 0.289904 -7.271253  -0.2624
72 C -0.980445 -0.038223 -6.368337  -0.7868
73 H 2.297236 4.550910 -9.592026  0.3265
74 H 3.151423 3.185543 -8.839209  0.2326
75 H 2.582212 3.039323 -10.509687  0.3489
76 H 0.427822 3.042773 -10.955686  0.3536
77 H -0.490194 3.928608 -9.709438  0.3785
78 H -1.762809 2.045489 -10.367974  0.4020
79 H -1.203038 1.716415 -8.737144  0.0930
80 H 1.528001 0.597353 -9.452587  0.1416
81 H 0.979411 -0.866962 -10.251576  0.4094
82 H 1.033564 -1.374445 -7.946130  0.3909
83 H -0.673092 -1.265720 -8.441897  0.3683
84 H -1.910347 -0.274740 -6.897914  0.4283
85 H -1.159533 0.832198 -5.737712  0.1431
86 H -0.687651 -0.884672 -5.736045  0.3463
87 C -6.585254 0.334917 6.245149  -0.7661
88 O -5.559430 0.367762 7.213195  -0.3123
89 C -4.287092 0.020873 6.693074  -0.3300
90 C -3.184001 0.791831 7.385645  -0.4729
91 O -3.094903 2.160227 7.016681  -0.4415
92 C -4.097057 3.052723 7.481714  -0.3513
93 C -4.027323 3.364576 8.960908  -0.5583
94 O -4.495898 2.278902 9.744053  -0.2800
95 C -3.817571 2.146141 10.973210  -0.7824
96 H -6.819759 -0.694867 5.953803  0.3237
97 H -7.471250 0.787505 6.688023  0.2477
98 H -6.309629 0.914633 5.357074  0.3311
99 H -4.234098 0.217502 5.615726  0.1670
100 H -4.135422 -1.054012 6.861295  0.4333
101 H -2.234702 0.352601 7.068196  0.4743
102 H -3.241691 0.674991 8.468980  0.1354
103 H -5.094148 2.715376 7.195422  0.1420
104 H -3.908849 3.987064 6.947048  0.3937
105 H -4.661107 4.236724 9.170615  0.3956
106 H -2.993257 3.615059 9.223894  0.3492
107 H -2.732312 2.111566 10.824318  0.3483
108 H -4.131861 1.206063 11.423789  0.2299
109 H -4.068487 2.968252 11.652956  0.3290

Atomic forces in eV per Å
C -0.09 -0.28 0.10
C -0.22 0.65 0.07
C 0.40 0.00 0.11
C 0.54 -0.44 -0.97
C -0.36 0.78 0.36
Si 1.25 -0.65 -0.78
C -0.36 0.34 0.31
O 0.37 0.73 -0.71
N 0.14 -0.21 -0.58
O -0.44 -0.41 1.03
O -0.94 -0.10 1.18
Si 0.39 0.19 -1.30
C -0.27 -0.40 0.27
C 0.30 0.17 -0.38
C 0.38 -0.36 0.69
C -0.62 0.27 -0.87
C 0.52 -0.68 0.21
C -0.02 1.13 -0.06
C -0.44 -1.17 0.04
C 0.84 0.43 0.81
C -1.03 -0.27 -0.42
C 0.42 0.20 -0.28
O 0.05 -0.26 0.00
C -0.22 0.09 0.08
H -0.02 0.10 -0.19
H 0.20 0.09 -0.23
H 0.16 0.05 0.24
H -0.01 -0.32 0.06
H -0.03 -0.05 0.28
H -0.07 -0.15 -0.28
H -0.13 0.20 -0.03
H -0.16 -0.02 0.35
H -0.30 -0.15 0.44
H -0.04 -0.31 0.01
H -0.02 0.09 -0.32
H -0.36 0.03 0.10
H 0.22 -0.21 0.10
H -0.16 0.22 0.04
H -0.02 -0.08 0.05
H 0.07 0.05 0.21
H 0.14 -0.08 -0.31
H 0.11 0.16 0.26
H -0.16 0.07 -0.21
H -0.24 -0.02 0.27
H -0.04 0.34 -0.12
H -0.33 0.00 -0.14
H 0.31 -0.11 0.38
H 0.24 0.22 0.27
H -0.04 -0.25 -0.28
H -0.30 0.31 0.01
H 0.03 -0.35 -0.08
H 0.18 0.09 0.16
H 0.04 0.12 0.28
H 0.15 0.37 -0.11
H -0.16 -0.14 -0.40
H -0.24 -0.04 0.19
H 0.34 0.22 -0.15
H 0.21 0.07 0.10
H -0.23 -0.01 0.26
H -0.05 -0.24 -0.08
H -0.23 0.04 0.02
H 0.14 -0.17 0.05
H 0.18 0.11 -0.12
C -0.09 0.02 0.14
O 0.11 -0.26 -0.17
C 0.03 0.08 0.25
C -0.11 -0.02 0.00
O 0.00 0.00 -0.02
C 0.07 -0.04 -0.08
C 0.16 0.08 0.17
O -0.26 0.14 -0.16
C 0.20 0.00 0.03
H 0.06 0.00 -0.10
H -0.04 0.04 0.05
H -0.01 0.06 -0.03
H 0.02 -0.01 0.00
H -0.08 0.00 -0.17
H 0.03 -0.02 -0.04
H 0.17 0.04 0.08
H -0.05 0.07 0.17
H -0.05 0.00 -0.01
H -0.04 -0.12 -0.12
H -0.02 0.02 0.00
H 0.00 -0.07 0.03
H 0.07 0.00 0.02
H -0.14 -0.04 0.02
C 0.02 -0.07 0.15
O 0.02 0.31 -0.18
C -0.12 -0.09 0.21
C 0.11 -0.05 0.05
O 0.02 -0.01 -0.03
C -0.02 0.06 -0.09
C -0.23 -0.05 0.09
O 0.27 -0.16 -0.09
C -0.16 0.02 -0.05
H -0.01 0.03 -0.11
H 0.01 -0.05 0.05
H 0.00 -0.06 -0.04
H -0.04 0.02 -0.01
H 0.18 0.00 -0.13
H 0.00 0.04 -0.05
H -0.20 0.01 0.02
H -0.04 -0.11 0.16
H 0.05 -0.02 0.00
H 0.11 0.11 -0.07
H 0.01 -0.03 0.00
H 0.01 0.06 0.03
H -0.07 0.03 0.00
H 0.10 0.00 0.04